P:
The following is a quantum chemistry calculation of a single C5H7N molecule, from the OMol25 dataset.

Results
Kohn-Sham gap in eV: 9.271

Bonds (Å) are listed after each position.
Geometry (Å):
1 C 2.01106 0.01351 0.08453  C2 1.507, H7 1.097, H8 1.098, H9 1.096
2 C 0.50452 0.03102 0.07085  C1 1.507, C3 1.458, C6 1.367
3 C -0.38887 1.07024 0.56888  C2 1.458, C4 1.383, H10 1.099
4 C -1.66278 0.57041 0.36744  C3 1.383, N5 1.343, H11 1.083
5 N -1.61868 -0.62976 -0.23284  C4 1.343, C6 1.384, H12 1.003
6 C -0.28978 -0.98655 -0.37888  C2 1.367, N5 1.384, H13 1.081
7 H 2.40085 0.14958 1.10081  C1 1.097
8 H 2.40013 -0.93915 -0.29735  C1 1.098
9 H 2.43122 0.81863 -0.52969  C1 1.096
10 H -0.74770 1.92676 -0.01972  C3 1.099
11 H -2.58238 1.08661 0.61237  C4 1.083
12 H -2.41060 -1.16087 -0.54378  N5 1.003
13 H -0.04701 -1.95044 -0.80263  C6 1.081

Q:
The following is a quantum chemistry calculation of a single C5H7N molecule, from the OMol25 dataset.

Results
Kohn-Sham gap in eV: 10.363

Bonds (Å) are listed after each position.
Geometry (Å):
1 C 2.71779 -1.04598 -0.16142  C2 1.206, H7 1.068
2 C 1.67064 -0.57922 -0.53575  C1 1.206, C3 1.455
3 C 0.28830 -0.17821 -0.74693  C2 1.455, C4 1.508, N5 1.441, H8 1.094
4 C -0.31348 1.20358 -0.79744  C3 1.508, N5 1.429, H9 1.097, H10 1.088
5 N -0.27863 0.45206 0.41796  C3 1.441, C4 1.429, C6 1.440
6 C -1.40909 -0.10591 1.11318  N5 1.440, H11 1.095, H12 1.103, H13 1.094
7 H 3.63656 -1.45069 0.20399  C1 1.068
8 H -0.29572 -0.91303 -1.30892  C3 1.094
9 H -1.26284 1.28495 -1.34063  C4 1.097
10 H 0.30235 2.09969 -0.83179  C4 1.088
11 H -1.04077 -0.97730 1.66539  C6 1.095
12 H -2.25535 -0.42021 0.48011  C6 1.103
13 H -1.75975 0.63027 1.84226  C6 1.094

R:
The following is a quantum chemistry calculation of a single C5H7N molecule, from the OMol25 dataset.

Results
Kohn-Sham gap in eV: 10.118

Bonds (Å) are listed after each position.
Geometry (Å):
1 C 1.45861 0.71973 1.96085  C2 1.307, H7 1.088, H8 1.088
2 C 1.00629 0.67861 0.73576  C1 1.307, C3 1.309
3 C 0.62259 0.67245 -0.51581  C2 1.309, C4 1.493, H9 1.089
4 C -0.68905 0.19560 -1.04576  C3 1.493, C5 1.487, N6 1.455, H10 1.089
5 C -1.01593 -1.25497 -1.07306  C4 1.487, N6 1.459, H11 1.088, H12 1.088
6 N -1.71395 -0.34802 -0.16847  C4 1.455, C5 1.459, H13 1.018
7 H 2.02878 -0.10537 2.38186  C1 1.088
8 H 1.30892 1.59520 2.58915  C1 1.088
9 H 1.32553 1.06818 -1.24799  C3 1.089
10 H -1.08395 0.81431 -1.85083  C4 1.089
11 H -0.27634 -1.93965 -0.66231  C5 1.088
12 H -1.62185 -1.66020 -1.88115  C5 1.088
13 H -1.34965 -0.43586 0.77775  N6 1.018

S:
The following is a quantum chemistry calculation of a single C5H7N molecule, from the OMol25 dataset.

Results
Kohn-Sham gap in eV: 10.594

Bonds (Å) are listed after each position.
Geometry (Å):
1 C -0.23199 0.11752 -1.24288  C2 1.330, C6 1.508, H7 1.086
2 C -1.15719 0.54829 -0.38934  C1 1.330, C3 1.510, H8 1.086
3 C -0.77948 0.59026 1.07171  C2 1.510, N4 1.472, H9 1.103, H10 1.093
4 N -0.07282 -0.63825 1.46875  C3 1.472, C5 1.268
5 C 0.79485 -1.02637 0.62999  N4 1.268, C6 1.515, H11 1.091
6 C 1.09797 -0.27192 -0.64894  C1 1.508, C5 1.515, H12 1.104, H13 1.092
7 H -0.42378 -0.05969 -2.29653  C1 1.086
8 H -2.18040 0.75711 -0.68644  C2 1.086
9 H -0.10717 1.44422 1.26184  C3 1.103
10 H -1.64915 0.72820 1.71895  C3 1.093
11 H 1.30282 -1.97475 0.80886  C5 1.091
12 H 1.66718 0.63361 -0.37403  C6 1.104
13 H 1.73110 -0.84675 -1.32873  C6 1.092

It turns out S is the most stable, with the second structure 19.8 kcal/mol higher.

P:
The following is a quantum chemistry calculation of a single C5H7N molecule, from the OMol25 dataset.

Results
Kohn-Sham gap (spin up / spin down) in eV: 8.340 / 8.340

Bonds (Å) are listed after each position.
Geometry (Å):
1 C 1.66985 0.08627 0.04613  C2 1.496, H7 1.083, H8 1.024, H9 1.175
2 C 0.20568 0.05779 -0.25762  C1 1.496, C3 1.552, C4 1.383
3 C -0.68640 0.89338 0.69959  C2 1.552, H10 1.179, H11 1.132, H12 1.140
4 C -0.44675 -0.27228 -1.43180  C2 1.383, C5 1.785, N6 1.286
5 C -1.43434 -1.36151 -0.42040  C4 1.785, N6 1.347, H13 1.184
6 N -1.66202 -0.67267 -1.55570  C4 1.286, C5 1.347
7 H 1.92412 1.12817 0.20015  C1 1.083
8 H 2.21577 -0.28083 -0.73920  C1 1.024
9 H 1.88372 -0.45362 1.06750  C1 1.175
10 H -0.31558 0.79238 1.81410  C3 1.179
11 H -1.77197 0.58372 0.61480  C3 1.132
12 H -0.42406 1.99585 0.57744  C3 1.140
13 H -1.15802 -2.49665 -0.61500  C5 1.184

Q:
The following is a quantum chemistry calculation of a single C5H7N molecule, from the OMol25 dataset.

Results
Kohn-Sham gap (spin up / spin down) in eV: 8.519 / 7.869

Bonds (Å) are listed after each position.
Geometry (Å):
1 C 1.76901 0.46177 0.14972  C2 1.512, H7 1.095, H8 1.094, H9 1.094
2 C 0.50276 -0.29343 -0.18732  C1 1.512, C3 1.515, C4 1.480, H10 1.092
3 C -0.41810 -0.79053 0.90799  C2 1.515, C4 1.479, H11 1.089, H12 1.090
4 C -0.79898 0.36325 0.06474  C2 1.480, C3 1.479, C5 1.373
5 C -1.89088 0.67834 -0.70626  C4 1.373, N6 1.216, H13 1.133
6 N -2.84276 1.13895 -1.30734  C5 1.216
7 H 2.06096 1.12016 -0.67484  C1 1.095
8 H 2.59300 -0.23149 0.34561  C1 1.094
9 H 1.61813 1.08413 1.03721  C1 1.094
10 H 0.58532 -0.94252 -1.06103  C2 1.092
11 H -0.15799 -0.56594 1.94145  C3 1.089
12 H -0.90967 -1.75433 0.77897  C3 1.090
13 H -2.11079 -0.26837 -1.28889  C5 1.133

It turns out Q is the most stable, with the second structure 18.7 kcal/mol higher.

P:
The following is a quantum chemistry calculation of a single C5H7N molecule, from the OMol25 dataset.

Results
Kohn-Sham gap in eV: 9.049

Bonds (Å) are listed after each position.
Geometry (Å):
1 C 1.19968 -1.73987 -0.33123  C2 1.488, H7 1.092, H8 1.087, H9 1.096
2 C 0.29937 -0.56998 -0.14427  C1 1.488, C3 1.363, N6 1.370
3 C -0.99333 -0.34492 -0.51338  C2 1.363, C4 1.421, H10 1.077
4 C -1.36798 0.97080 -0.12740  C3 1.421, C5 1.370, H11 1.079
5 C -0.27970 1.49400 0.52061  C4 1.370, N6 1.361, H12 1.074
6 N 0.69979 0.54878 0.53855  C2 1.370, C5 1.361, H13 1.004
7 H 1.50321 -2.24607 0.58707  C1 1.092
8 H 0.63718 -2.49356 -0.87536  C1 1.087
9 H 2.12065 -1.45206 -0.85079  C1 1.096
10 H -1.56563 -1.03016 -1.11517  C3 1.077
11 H -2.22705 1.50015 -0.50935  C4 1.079
12 H -0.15787 2.43619 1.02169  C5 1.074
13 H 1.63126 0.66788 0.89408  N6 1.004

Q:
The following is a quantum chemistry calculation of a single C5H7N molecule, from the OMol25 dataset.

Results
Kohn-Sham gap in eV: 9.833

Bonds (Å) are listed after each position.
Geometry (Å):
1 C -1.17432 -0.80734 0.13713  C2 1.328, C6 1.524, H7 1.083
2 C -0.03657 -1.39134 -0.22175  C1 1.328, N3 1.416, H8 1.083
3 N 0.93318 -0.49083 -0.72405  C2 1.416, C4 1.452, C5 1.455
4 C 1.47484 0.36044 0.31994  N3 1.452, C5 1.518, H9 1.090, H10 1.090
5 C 0.37276 0.84609 -0.60450  N3 1.455, C4 1.518, C6 1.554, H11 1.092
6 C -1.03912 0.70646 0.02890  C1 1.524, C5 1.554, H12 1.099, H13 1.098
7 H -2.05032 -1.33635 0.49150  C1 1.083
8 H 0.30598 -2.41404 -0.12304  C2 1.083
9 H 1.06907 0.27671 1.32790  C4 1.090
10 H 2.56523 0.37418 0.32083  C4 1.090
11 H 0.49186 1.52743 -1.44997  C5 1.092
12 H -1.05345 1.16971 1.02572  C6 1.099
13 H -1.85915 1.17888 -0.52861  C6 1.098

It turns out P is the most stable, with the second structure 46.7 kcal/mol higher.

P:
The following is a quantum chemistry calculation of 2 unconnected molecules or ions with the total composition C4H12, from the OMol25 dataset.

Results
Kohn-Sham gap in eV: 12.498

Bonds (Å) are listed after each position.
Geometry (Å):
1 C 0.23039 2.72433 -0.70576  C2 1.541, H3 1.078, H4 1.089, H5 1.095
2 C -0.30476 1.78647 0.39407  C1 1.541, H6 1.083, H7 1.091, H8 1.097
3 H -0.38338 2.79863 -1.58920  C1 1.078
4 H 0.46190 3.68195 -0.24197  C1 1.089
5 H 1.16016 2.29837 -1.09707  C1 1.095
6 H 0.13217 1.91406 1.37662  C2 1.083
7 H -0.28292 0.76670 0.00744  C2 1.091
8 H -1.37221 2.03388 0.43492  C2 1.097
9 C 0.17103 -2.97041 0.21745  C10 1.526, H11 1.095, H12 1.100, H13 1.087
10 C -0.05615 -1.46930 0.05905  C9 1.526, H14 1.081, H15 1.092, H16 1.068
11 H 1.01881 -3.21738 0.86509  C9 1.095
12 H -0.54415 -3.52060 0.84697  C9 1.100
13 H 0.21511 -3.51671 -0.72099  C9 1.087
14 H 0.86164 -0.92085 0.21664  C10 1.081
15 H -0.73810 -1.05645 0.80472  C10 1.092
16 H -0.56953 -1.33268 -0.86798  C10 1.068

Q:
The following is a quantum chemistry calculation of 2 unconnected molecules or ions with the total composition C4H12, from the OMol25 dataset.

Results
Kohn-Sham gap in eV: 12.048

Bonds (Å) are listed after each position.
Geometry (Å):
1 C -0.58545 0.04200 2.64877  C2 1.567, H3 1.170, H4 1.043, H5 1.119
2 C 0.70793 0.92100 2.55193  C1 1.567, H6 1.078, H7 1.091, H8 1.111
3 H -1.33770 0.83789 3.06021  C1 1.170
4 H -0.94633 -0.50252 1.83514  C1 1.043
5 H -0.55433 -0.66435 3.51574  C1 1.119
6 H 1.39104 0.11229 2.34714  C2 1.078
7 H 0.93452 1.49019 3.45426  C2 1.091
8 H 0.66338 1.50321 1.60617  C2 1.111
9 C 0.59498 -0.72273 -2.97480  C10 1.500, H11 1.082, H12 1.135, H13 1.117
10 C -0.64193 -0.16952 -2.33054  C9 1.500, H14 1.116, H15 1.142, H16 1.087
11 H 0.76886 -0.15050 -3.87631  C9 1.082
12 H 1.55783 -0.73885 -2.37412  C9 1.135
13 H 0.64587 -1.82029 -3.17380  C9 1.117
14 H -1.22013 -1.00765 -1.87475  C10 1.116
15 H -1.40192 0.40183 -2.96279  C10 1.142
16 H -0.57661 0.46800 -1.45224  C10 1.087

It turns out P is the most stable, with the second structure 12.1 kcal/mol higher.